Entry from the Open Molecules 2025 dataset: 3 unconnected molecules or ions with the total composition C24H25NO6 (ωB97M-V/def2-TZVPD).

```
56
Properties=species:S:1:pos:R:3:forces:R:3
C 5.937 -0.739 2.883 -0.158 -0.334 0.012
C 5.692 -1.219 1.475 0.069 0.067 -0.007
C 6.588 -2.140 0.934 0.063 -0.117 -0.048
C 6.427 -2.652 -0.338 -0.008 -0.077 -0.182
C 5.357 -2.238 -1.115 -0.199 0.102 0.065
C 4.462 -1.324 -0.591 0.079 -0.114 -0.113
C 4.611 -0.811 0.694 -0.023 0.119 0.120
C 3.540 0.150 1.178 -0.038 -0.432 -0.128
C 2.236 -0.579 1.404 -0.010 -0.137 0.226
C 2.168 -1.582 2.392 -0.058 0.188 -0.277
C 1.007 -2.299 2.625 0.055 -0.013 -0.071
C -0.104 -1.975 1.866 0.003 0.033 -0.186
C -0.049 -0.993 0.891 0.211 -0.275 0.089
C 1.117 -0.291 0.635 -0.084 -0.113 -0.061
C -1.386 -0.913 0.255 -0.375 0.186 0.261
O -1.683 -0.410 -0.793 -0.054 0.275 0.137
N -2.334 -1.617 1.112 0.854 -0.186 -0.077
C -1.482 -2.536 1.875 -0.112 -0.006 0.049
O -1.860 -3.568 2.343 -0.046 0.246 0.189
H 7.004 -0.651 3.073 0.038 0.138 0.003
H 5.445 0.201 3.110 0.125 0.111 0.018
H 5.560 -1.481 3.591 -0.031 0.030 0.074
H 7.430 -2.484 1.521 0.021 0.089 0.113
H 7.132 -3.372 -0.730 0.061 -0.023 0.023
H 5.195 -2.623 -2.112 0.102 -0.054 -0.054
H 3.617 -1.009 -1.191 -0.051 0.047 -0.002
H 3.388 0.898 0.402 0.005 0.230 0.131
H 3.833 0.632 2.106 0.012 0.210 -0.061
H 3.060 -1.803 2.964 0.015 0.000 0.034
H 0.963 -3.080 3.371 -0.006 -0.028 0.040
H 1.144 0.462 -0.141 0.035 0.049 -0.003
H -2.651 -0.928 1.800 -0.607 -0.007 -0.250
O -5.174 3.116 -5.187 -0.033 0.036 0.047
C -4.605 2.246 -4.599 -0.004 -0.053 -0.182
O -3.691 2.503 -3.632 0.024 0.008 0.099
C -3.096 1.277 -3.166 0.012 -0.095 0.066
C -4.102 0.187 -3.512 -0.055 0.028 -0.105
C -4.737 0.745 -4.785 0.027 -0.046 0.350
H -2.142 1.138 -3.678 0.000 -0.005 -0.006
H -2.909 1.361 -2.099 0.026 0.078 -0.012
H -3.643 -0.792 -3.625 0.047 0.022 -0.011
H -4.855 0.116 -2.725 0.009 -0.015 0.025
H -4.182 0.464 -5.682 -0.033 0.002 -0.039
H -5.781 0.472 -4.908 -0.003 0.035 -0.154
O -1.560 2.177 2.533 -0.041 -0.068 0.086
C -2.496 2.249 1.792 0.317 0.001 -0.243
O -3.519 1.358 1.836 -0.041 -0.100 -0.001
C -4.441 1.603 0.754 -0.098 0.049 -0.140
C -4.212 3.058 0.357 0.086 0.002 0.016
C -2.725 3.233 0.662 -0.432 0.007 0.097
H -4.205 0.909 -0.056 0.038 -0.001 0.008
H -5.448 1.402 1.110 0.030 -0.036 0.085
H -4.484 3.262 -0.677 0.039 -0.045 -0.034
H -4.801 3.716 0.998 -0.021 -0.012 0.000
H -2.099 2.934 -0.180 0.074 0.016 0.029
H -2.456 4.237 0.977 0.143 -0.012 -0.044
```
Forces are in eV/Å.

## Properties
DFT total energy	-39069.8593	eV
energy relative to the best compared isomer or geometry (same formula, charge and spin)	2.45	kJ/mol
Kohn-Sham gap	8.89	eV
strongest force on any atom	0.88	eV/A
SMILES	Cc1ccccc1Cc1ccc2c(c1)C(=O)NC2=O.O=C1CCCO1.O=C1CCCO1